Here is C50H46BF4MoN3P2SSiTe as an isolated structure from the Open Molecules 2025 dataset. Energies are from ωB97M-V/def2-TZVPD.

Last column: Löwdin spin population.
Geometry (Å):
Te (0.2357, -3.1769, 0.4875)  -0.03
Mo (-0.4926, -0.3667, 0.2079)  1.81
S (-2.6174, -1.4364, 1.1979)  0.06
P (-0.7504, 1.9763, 1.4550)  0.00
P (1.1068, 0.1563, -1.7863)  0.04
Si (-1.9890, 1.2832, -1.3120)  -0.01
F (2.4686, -1.1026, 1.1766)  0.01
F (2.4882, -0.1678, 3.3003)  0.00
F (0.4703, -0.4955, 2.1516)  0.03
F (1.6950, -2.2984, 2.9678)  0.00
N (-4.2382, -1.1836, 3.3239)  0.00
N (-2.4211, -2.1808, 3.8840)  0.00
N (-2.1878, -1.6841, -2.2143)  0.03
C (1.3180, -2.3595, -2.9625)  0.00
C (3.2124, -3.1467, -4.2108)  0.00
C (-3.2687, -2.2208, 4.9743)  0.00
C (0.1453, 0.8405, -3.1844)  0.00
C (2.9675, 3.7562, -1.4121)  0.00
C (0.5168, 3.3032, 3.5346)  0.00
C (2.3420, 1.4284, -1.4148)  0.02
C (4.4569, 2.1096, -0.4883)  0.00
C (-1.5413, -1.1889, -1.3910)  0.01
C (3.3082, -1.0221, -3.0843)  0.00
C (-4.1406, 2.4621, 3.6750)  0.00
C (0.2845, -6.3554, -2.3782)  0.00
C (-2.4454, 4.1021, -1.4985)  0.00
C (2.6426, -6.7697, -2.5564)  0.00
C (4.1727, 3.4316, -0.8078)  0.01
C (-4.4131, -1.5964, 4.6220)  0.00
C (-2.5542, 1.2860, 5.0455)  0.00
C (0.7557, 0.9498, -4.4339)  0.00
C (-1.9067, 3.0677, -0.7276)  0.00
C (2.8840, 3.6780, 3.6772)  0.00
C (2.1302, -3.8068, -0.2555)  0.00
C (-1.7020, 5.7205, 0.1246)  0.00
C (-1.8953, 1.6966, -4.1144)  0.00
C (1.3344, -7.0832, -2.9095)  0.00
C (-1.6739, 1.2139, 3.9768)  0.00
C (-1.1749, 4.7086, 0.9060)  0.00
C (3.5412, 1.1107, -0.7743)  0.01
C (-2.3436, 5.4158, -1.0751)  0.00
C (-3.8300, 0.8950, -1.4358)  0.00
C (-0.6251, -4.4989, -0.9512)  0.00
C (1.9142, -3.3255, -3.7566)  0.00
C (2.0543, 2.7587, -1.7211)  0.01
C (-3.7803, 1.9232, 4.9006)  0.00
C (-3.0264, -1.5467, 2.8731)  0.02
C (-1.0924, -2.7814, 3.8452)  0.00
C (3.9085, -1.9977, -3.8683)  0.00
C (3.0702, 2.9357, 2.5239)  0.00
C (1.6034, 3.8627, 4.1831)  0.00
C (-3.2572, 2.4061, 2.6028)  0.00
C (-1.2867, 3.3878, 0.4727)  0.00
C (2.8918, -5.7271, -1.6821)  0.00
C (-2.0097, 1.8019, 2.7549)  0.01
C (0.7020, 2.5536, 2.3667)  0.00
C (2.0057, -1.1986, -2.6138)  0.00
C (-1.1847, 1.2261, -3.0064)  0.00
C (1.9836, 2.3789, 1.8655)  0.00
C (0.0418, 1.4388, -5.5148)  0.00
C (0.5304, -5.3024, -1.4991)  0.00
C (1.8402, -4.9821, -1.1534)  0.00
C (-1.2927, 1.8023, -5.3575)  0.00
B (1.9313, -1.0494, 2.4518)  0.00
H (4.0666, 2.7691, 2.1390)  0.00
H (3.7635, 0.0892, -0.4982)  0.00
H (-2.7973, -2.0281, -2.9293)  0.00
H (-0.7363, -6.6087, -2.6416)  0.00
H (3.7347, 4.1083, 4.1889)  0.00
H (-4.2023, 0.4224, -0.5253)  0.00
H (-4.4477, 2.0107, 5.7488)  0.00
H (1.3709, -4.2288, -4.0041)  0.00
H (1.4517, 4.4373, 5.0871)  0.00
H (3.4653, -7.3462, -2.9584)  0.00
H (3.8591, -0.1221, -2.8572)  0.00
H (3.9108, -5.4810, -1.4074)  0.00
H (0.3091, -2.5236, -2.6112)  0.00
H (-2.7534, 6.2119, -1.6829)  0.00
H (-1.3418, -5.1209, -0.4179)  0.00
H (2.6293, -2.9911, -0.7736)  0.00
H (-1.6157, 6.7503, 0.4445)  0.00
H (-1.1586, -3.9547, -1.7290)  0.00
H (-5.3132, -1.4027, 5.1768)  0.00
H (-4.3652, 1.8400, -1.5534)  0.00
H (-0.4733, 3.4494, 3.9468)  0.00
H (-4.0887, 0.2641, -2.2869)  0.00
H (-0.8659, -3.1717, 4.8327)  0.00
H (-0.6938, 0.7734, 4.1138)  0.00
H (-3.5236, 2.8894, 1.6711)  0.00
H (-4.8990, -0.6742, 2.7589)  0.00
H (-1.0761, -3.5934, 3.1224)  0.00
H (4.9219, -1.8507, -4.2180)  0.00
H (-2.9714, -2.6807, 5.9001)  0.00
H (-2.9381, 1.9813, -4.0129)  0.00
H (-2.2664, 0.8765, 6.0053)  0.00
H (4.8912, 4.2085, -0.5811)  0.00
H (0.5194, 1.5264, -6.4815)  0.00
H (-5.0893, 2.9714, 3.5612)  0.00
H (1.1233, 3.0252, -2.2061)  0.00
H (2.7173, -4.0802, 0.6200)  0.00
H (2.1526, 1.7892, 0.9766)  0.00
H (3.6789, -3.9021, -4.8294)  0.00
H (-1.8577, 2.1676, -6.2053)  0.00
H (5.3943, 1.8542, -0.0111)  0.00
H (1.1373, -7.9015, -3.5891)  0.00
H (-0.6753, 4.9456, 1.8365)  0.00
H (-2.9350, 3.8918, -2.4435)  0.00
H (-0.3505, -2.0381, 3.5706)  0.00
H (2.7389, 4.7851, -1.6560)  0.00
H (1.7864, 0.6464, -4.5676)  0.00

As for the expectation value of S²: 2.030. The electronic energy comes out at -4227.96188 a.u. The calculation puts the energy relative to the best compared isomer or geometry (same formula, charge and spin) at 0.00 kJ/mol. The lowest unoccupied orbital energy (spin up / spin down) comes out at -5.5517 / -6.5118 eV. As for the net charge: +2. Its spin multiplicity is 3. The value obtained for the orbital gap (spin up / spin down) is 7.653 / 6.708 eV.



Here is C50H46HfN11O4PS as an isolated structure at a distorted geometry from the Open Molecules 2025 dataset. Energies are from ωB97M-V/def2-TZVPD.

Last column: Mulliken charge in e.
Geometry (Å):
Hf (-0.6722, 2.4865, 0.8129)  1.37
S (0.5517, -4.1114, 0.5317)  1.50
P (3.2285, 0.2640, -0.2584)  0.75
O (-0.8489, -4.5979, 0.8944)  -0.86
O (-6.0201, 0.1798, -2.0192)  -0.22
O (0.7033, -4.1895, -0.9246)  -0.76
O (0.8391, -2.8354, 1.1898)  -0.59
N (-3.4792, 5.5329, 0.9491)  -0.92
N (-0.9841, 2.8147, 3.4632)  0.09
N (-4.2906, 4.6771, 0.1913)  0.82
N (4.3559, -7.2443, 3.9469)  -0.48
N (-7.5314, -0.0136, -3.6420)  -0.52
N (-7.0471, -1.3048, -3.3309)  -0.40
N (-2.6551, -1.2272, 1.4878)  0.95
N (-0.0925, 3.4765, 2.6050)  -0.58
N (-2.4811, 3.5444, 0.8345)  -0.23
N (-1.7406, 0.7980, 1.5311)  0.37
N (-3.6398, -0.3488, 1.9219)  -0.84
C (4.0532, 2.9015, 0.2050)  -0.09
C (-3.7037, -2.8977, -0.0243)  0.98
C (1.0360, 1.7505, 3.6819)  -0.77
C (-6.9513, 4.4594, -3.9282)  -0.76
C (4.1767, -0.0710, -4.3536)  -0.64
C (2.9526, -1.4063, -2.3047)  -1.05
C (2.9671, -5.6011, 0.8677)  -0.71
C (3.0602, 2.0892, -0.1997)  0.72
C (-4.4641, -1.9049, -0.6689)  -0.10
C (2.1114, -6.5209, 3.4373)  -0.69
C (-4.5749, -4.4593, -1.6256)  -0.71
C (3.8593, -6.1770, 1.7704)  -0.51
C (-6.9146, 2.2937, -2.8643)  0.01
C (-3.6781, 3.5200, 0.1191)  -0.33
C (1.1513, 2.7635, 2.7328)  0.01
C (1.6489, -5.2859, 1.3988)  -0.10
C (3.4855, -0.1755, -1.9944)  0.83
C (0.7044, 1.8920, -0.9829)  -2.06
C (-6.1729, 4.3006, -1.5771)  0.65
C (6.1112, 0.0851, -0.2601)  -0.67
C (4.1152, 0.5074, -3.0732)  1.41
C (-1.5476, -0.4723, 1.2173)  -0.58
C (-5.6463, 5.0808, -0.3309)  -0.79
C (1.8233, 2.7009, -0.6140)  0.17
C (-6.8876, 0.8406, -2.8675)  0.40
C (4.9216, -0.1070, 0.4913)  0.16
C (1.1632, -5.9468, 2.5340)  -0.52
C (3.9602, 4.3149, 0.1618)  -0.77
C (3.4533, -6.6947, 3.0545)  0.89
C (-6.3959, 2.9014, -1.6890)  0.02
C (-6.1401, -1.1809, -2.4152)  0.45
C (-2.4118, 4.8831, 1.2398)  -0.45
C (-5.2640, -3.4802, -2.2832)  -0.82
C (4.9577, -0.6978, 1.7626)  0.80
C (3.7035, -1.1394, 2.4968)  -1.12
C (-3.7272, -4.1843, -0.5287)  -0.74
C (6.2109, -0.8370, 2.4039)  -0.72
C (-2.9362, -2.6577, 1.2484)  -0.51
C (7.3846, -0.5654, 1.6816)  -0.60
C (-6.5209, 5.0226, -2.7002)  -0.69
C (-5.3078, -2.2083, -1.7834)  -0.09
C (1.7053, 4.0882, -0.6966)  -0.41
C (4.8464, 1.8261, -2.9943)  -1.75
C (-7.2679, 3.0834, -3.9980)  -0.66
C (3.6146, -1.3114, -4.6189)  -0.76
C (2.6937, 4.9080, -0.1688)  -1.05
C (-0.2847, 1.8529, 4.1811)  -0.45
C (-3.0766, 0.8374, 1.8851)  -0.80
C (7.2951, 0.0090, 0.4219)  -0.66
C (3.0150, -1.9383, -3.5885)  -0.63
H (4.9164, -6.1922, 1.5694)  0.29
H (-4.6511, -5.5121, -1.8853)  0.41
H (-0.7352, 1.3542, 5.0505)  0.48
H (-7.0028, 5.0912, -4.7923)  0.43
H (8.2008, 0.4700, 0.0131)  0.37
H (4.8513, 4.9081, 0.3746)  0.47
H (3.2048, -0.3756, 3.0802)  -0.15
H (6.2822, -1.1723, 3.4276)  0.47
H (4.1233, -7.6211, 4.8370)  0.17
H (8.3848, -0.6869, 2.0828)  0.37
H (-6.4380, 6.1206, -2.7545)  0.32
H (-5.5397, 6.1207, -0.5629)  0.42
H (2.3170, -1.9314, -1.5552)  0.45
H (-3.6424, 1.7076, 2.1243)  0.79
H (5.2825, 1.9934, -1.9808)  0.24
H (2.6358, 6.0042, -0.2020)  0.46
H (5.9427, 0.4526, -1.2523)  0.51
H (0.7780, 4.5604, -1.0846)  0.70
H (-3.4050, -3.0356, 2.1893)  0.22
H (-1.6805, 3.4096, 4.0112)  0.33
H (-4.6068, -0.8888, -0.2279)  0.47
H (4.5172, 0.6322, -5.1884)  0.30
H (3.1271, -5.3295, -0.2089)  0.42
H (2.5582, -2.9234, -3.7570)  0.48
H (-7.7994, 2.5843, -4.8311)  0.48
H (1.9925, 3.2453, 2.1869)  0.56
H (0.0188, 2.4076, -1.6381)  0.87
H (5.0469, 2.5166, 0.4547)  0.33
H (-3.0912, -4.9655, -0.0828)  0.40
H (-6.2721, 5.0439, 0.5835)  0.30
H (5.3536, -7.1942, 3.7367)  0.18
H (4.0305, -1.8947, 3.2304)  0.54
H (2.9168, -1.5923, 1.8814)  0.20
H (-6.1525, 2.1739, -0.8977)  0.78
H (-1.6138, 5.2238, 1.8750)  0.64
H (-5.8168, -3.6696, -3.2063)  0.50
H (1.7805, -6.9262, 4.3574)  0.33
H (1.8284, 1.1828, 4.1006)  0.64
H (0.7863, 0.8297, -1.1829)  0.58
H (-0.5615, -0.9157, 1.0329)  0.75
H (-4.0556, 2.5703, -0.3309)  0.50
H (0.0945, -6.0934, 2.7775)  0.37
H (-1.9590, -3.2263, 1.1743)  0.12
H (3.7289, -1.8633, -5.5794)  0.35
H (5.6411, 1.8700, -3.7566)  0.54
H (4.1796, 2.6450, -3.2366)  0.38

The electronic energy comes out at -3623.02701 a.u. The calculation puts the energy relative to the best compared isomer or geometry (same formula, charge and spin) at 228.10 kJ/mol. The lowest unoccupied orbital energy comes out at -7.9708 eV. As for the net charge: +2. The value obtained for the orbital gap is 2.209 eV.